No. 1
{"formula": "C64H56AsBrNO2P2Ti", "method": "wB97M-V/def2-TZVPD", "relative_energy_kcal_mol": 0.00, "spin_multiplicity": 2, "gap_ev": [7.014, 7.145], "charge": 2, "s_squared": 0.755, "fmax_ha_per_bohr": 0.0157, "elements": ["Ti", "C", "C", "C", "C", "C", "Br", "N", "C", "H", "H", "H", "H", "H", "H", "O", "C", "C", "C", "C", "C", "C", "P", "C", "C", "C", "C", "C", "C", "C", "C", "C", "C", "C", "C", "C", "C", "C", "C", "C", "C", "P", "C", "C", "C", "C", "C", "C", "C", "C", "C", "C", "C", "C", "H", "H", "H", "H", "H", "H", "H", "H", "H", "H", "H", "H", "H", "H", "H", "H", "H", "H", "H", "H", "H", "H", "H", "H", "H", "H", "H", "H", "C", "C", "C", "C", "C", "C", "As", "C", "C", "C", "C", "C", "C", "C", "C", "C", "C", "C", "C", "H", "H", "H", "H", "H", "H", "H", "H", "H", "H", "H", "H", "H", "C", "C", "C", "C", "O", "H", "H", "H", "H", "H", "H", "H", "H", "H"], "xyz": [[0.65, 0.20, 0.20], [-3.07, -3.93, -1.34], [-2.66, -2.82, -0.42], [-3.41, -2.45, 0.70], [-3.03, -1.38, 1.50], [-1.87, -0.74, 1.13], [-1.26, 0.85, 1.97], [-1.10, -1.09, 0.10], [-1.50, -2.11, -0.67], [-4.01, -4.37, -1.03], [-2.31, -4.72, -1.36], [-3.18, -3.55, -2.35], [-4.32, -2.98, 0.93], [-3.62, -1.05, 2.33], [-0.87, -2.34, -1.52], [3.94, -0.78, 2.16], [4.22, -2.13, 2.13], [5.43, -2.69, 2.51], [5.59, -4.07, 2.49], [4.55, -4.90, 2.09], [3.37, -4.33, 1.64], [3.20, -2.95, 1.63], [1.66, -2.31, 0.91], [1.59, -3.28, -0.64], [2.53, -2.85, -1.58], [2.65, -3.47, -2.81], [1.82, -4.54, -3.12], [0.89, -4.98, -2.20], [0.77, -4.36, -0.97], [0.47, -2.78, 2.21], [-0.44, -3.84, 2.25], [-1.22, -4.04, 3.38], [-1.11, -3.20, 4.47], [-0.20, -2.15, 4.45], [0.58, -1.95, 3.33], [4.12, 0.05, 3.25], [4.95, -0.17, 4.34], [5.08, 0.81, 5.31], [4.39, 2.01, 5.21], [3.56, 2.22, 4.12], [3.40, 1.24, 3.15], [2.46, 1.54, 1.63], [3.82, 1.94, 0.50], [4.21, 1.00, -0.44], [5.35, 1.20, -1.21], [6.09, 2.36, -1.05], [5.72, 3.30, -0.10], [4.60, 3.08, 0.69], [1.54, 3.07, 1.94], [0.68, 3.13, 3.04], [-0.13, 4.24, 3.25], [-0.09, 5.30, 2.35], [0.76, 5.25, 1.26], [1.57, 4.14, 1.05], [6.28, -2.07, 2.77], [6.54, -4.49, 2.79], [4.67, -5.97, 2.09], [2.58, -4.97, 1.26], [3.20, -2.03, -1.34], [3.39, -3.13, -3.52], [1.92, -5.04, -4.08], [0.25, -5.82, -2.44], [0.03, -4.74, -0.27], [-0.55, -4.52, 1.42], [-1.92, -4.87, 3.40], [-1.72, -3.38, 5.35], [-0.10, -1.50, 5.31], [1.30, -1.13, 3.33], [5.51, -1.08, 4.45], [5.73, 0.63, 6.15], [4.50, 2.78, 5.97], [3.01, 3.15, 4.04], [3.63, 0.09, -0.58], [5.65, 0.46, -1.94], [6.98, 2.52, -1.65], [6.30, 4.20, 0.03], [4.33, 3.81, 1.45], [0.66, 2.32, 3.77], [-0.77, 4.29, 4.12], [-0.72, 6.17, 2.51], [0.79, 6.07, 0.56], [2.23, 4.12, 0.20], [-4.59, 4.84, -4.12], [-4.56, 4.88, -2.73], [-4.12, 3.79, -2.01], [-3.71, 2.64, -2.67], [-3.73, 2.59, -4.05], [-4.17, 3.69, -4.78], [-3.01, 1.16, -1.60], [-3.68, -0.32, -2.68], [-3.11, -0.87, -3.82], [-3.78, -1.86, -4.53], [-5.02, -2.31, -4.08], [-5.57, -1.80, -2.92], [-4.91, -0.80, -2.21], [-5.37, -0.19, -0.95], [-6.50, -0.56, -0.23], [-6.80, 0.08, 0.96], [-5.98, 1.08, 1.45], [-4.84, 1.46, 0.74], [-4.55, 0.83, -0.46], [-4.94, 5.69, -4.68], [-4.90, 5.77, -2.21], [-4.10, 3.84, -0.92], [-3.42, 1.70, -4.59], [-4.20, 3.65, -5.86], [-2.15, -0.52, -4.19], [-3.35, -2.27, -5.43], [-5.55, -3.07, -4.64], [-6.53, -2.16, -2.58], [-7.16, -1.34, -0.60], [-7.68, -0.21, 1.52], [-6.22, 1.58, 2.38], [-4.21, 2.25, 1.12], [2.28, 2.57, -2.64], [0.85, 2.16, -2.31], [0.28, 1.35, -3.46], [-0.02, 3.37, -1.95], [0.89, 1.27, -1.16], [2.24, 3.30, -3.45], [2.87, 1.72, -2.98], [2.78, 3.03, -1.79], [0.32, 1.94, -4.38], [-0.76, 1.08, -3.28], [0.86, 0.43, -3.62], [-0.86, 3.47, -2.64], [0.56, 4.29, -2.00], [-0.42, 3.28, -0.94]]}



No. 2
{"formula": "C64H62F2Ge2N3O8Si2Tl", "method": "wB97M-V/def2-TZVPD", "relative_energy_kcal_mol": 22.45, "gap_ev": 5.608, "charge": -2, "fmax_ha_per_bohr": 0.0243, "elements": ["Tl", "F", "C", "C", "C", "C", "C", "F", "C", "C", "C", "C", "C", "C", "N", "H", "H", "H", "H", "H", "H", "C", "C", "Ge", "C", "C", "C", "C", "Ge", "C", "C", "C", "C", "C", "C", "C", "C", "C", "C", "H", "H", "H", "H", "H", "H", "H", "H", "H", "H", "H", "H", "H", "H", "H", "H", "H", "H", "H", "H", "H", "H", "H", "H", "H", "H", "O", "C", "O", "C", "C", "C", "C", "C", "C", "N", "O", "O", "H", "H", "H", "H", "O", "N", "O", "O", "C", "C", "C", "C", "C", "C", "Si", "C", "C", "C", "C", "C", "C", "H", "H", "H", "H", "H", "H", "H", "H", "H", "H", "H", "O", "Si", "C", "C", "C", "C", "C", "C", "C", "C", "C", "C", "C", "C", "C", "C", "C", "C", "C", "C", "H", "H", "H", "H", "H", "H", "H", "H", "H", "H", "H", "H", "H", "H", "H"], "xyz": [[-0.64, -0.69, -0.37], [-3.42, -1.71, 4.17], [-3.50, -1.20, 2.92], [-2.36, -1.10, 2.15], [-2.44, -0.57, 0.87], [-3.68, -0.10, 0.38], [-4.79, -0.24, 1.21], [-6.02, 0.14, 0.77], [-4.74, -0.79, 2.47], [-3.79, 0.56, -0.95], [-4.66, 1.63, -1.18], [-4.67, 2.22, -2.43], [-3.82, 1.74, -3.42], [-2.98, 0.69, -3.10], [-2.96, 0.12, -1.90], [-1.41, -1.45, 2.54], [-5.63, -0.89, 3.07], [-5.29, 2.00, -0.39], [-5.33, 3.06, -2.62], [-3.79, 2.18, -4.41], [-2.28, 0.29, -3.82], [0.06, -5.51, -2.82], [0.12, -4.52, -1.66], [-1.08, -2.93, -1.83], [-2.88, -3.71, -2.30], [-3.22, -3.82, -3.78], [-0.49, -2.22, -3.60], [0.14, -1.06, -3.85], [0.76, 0.09, -2.35], [0.40, 2.03, -2.63], [0.66, 2.71, -3.97], [2.65, -0.20, -1.89], [3.74, 0.50, -2.70], [0.42, -0.67, -5.27], [1.56, 0.05, -5.62], [1.83, 0.39, -6.94], [0.94, 0.04, -7.94], [-0.22, -0.65, -7.61], [-0.47, -0.99, -6.29], [0.72, -6.37, -2.67], [0.36, -5.03, -3.76], [-0.95, -5.89, -2.97], [1.13, -4.14, -1.53], [-0.13, -5.03, -0.72], [-3.63, -3.10, -1.79], [-2.93, -4.70, -1.82], [-3.19, -2.84, -4.26], [-4.22, -4.23, -3.95], [-2.51, -4.45, -4.31], [-0.71, -2.82, -4.49], [0.98, 2.51, -1.83], [-0.64, 2.18, -2.34], [1.72, 2.68, -4.25], [0.36, 3.77, -3.93], [0.10, 2.25, -4.78], [2.81, -1.28, -1.89], [2.69, 0.12, -0.85], [3.87, 0.07, -3.70], [4.71, 0.41, -2.20], [3.54, 1.57, -2.81], [2.26, 0.34, -4.85], [2.73, 0.94, -7.18], [1.13, 0.32, -8.97], [-0.94, -0.91, -8.38], [-1.39, -1.51, -6.04], [1.86, 2.94, 1.97], [2.50, 1.89, 1.72], [2.10, 0.87, 1.14], [3.94, 1.83, 2.26], [4.40, 2.82, 3.12], [5.67, 2.74, 3.68], [6.50, 1.67, 3.38], [6.02, 0.70, 2.51], [4.76, 0.76, 1.95], [6.89, -0.44, 2.19], [6.50, -1.25, 1.39], [7.98, -0.50, 2.76], [3.74, 3.65, 3.34], [6.02, 3.51, 4.36], [7.48, 1.57, 3.80], [4.38, -0.02, 1.31], [-0.55, 2.67, 0.47], [-0.48, 2.46, 1.79], [-0.77, 3.55, 2.37], [-0.47, 1.40, 2.29], [-5.70, 5.06, 1.98], [-5.36, 4.99, 0.64], [-4.05, 4.74, 0.27], [-3.05, 4.55, 1.22], [-3.41, 4.62, 2.57], [-4.72, 4.88, 2.95], [-1.28, 4.29, 0.59], [-0.17, 5.79, 0.73], [0.88, 5.92, 1.64], [1.67, 7.06, 1.66], [1.42, 8.10, 0.77], [0.38, 7.99, -0.15], [-0.39, 6.83, -0.17], [-6.73, 5.25, 2.28], [-6.13, 5.12, -0.12], [-3.79, 4.67, -0.78], [-2.67, 4.47, 3.34], [-4.98, 4.92, 4.00], [-1.61, 4.31, -0.87], [1.10, 5.11, 2.32], [2.49, 7.14, 2.36], [2.04, 8.99, 0.78], [0.19, 8.79, -0.86], [-1.18, 6.74, -0.91], [0.58, -1.86, 1.11], [1.50, -2.81, 1.96], [0.46, -4.14, 2.82], [0.91, -4.91, 3.89], [0.11, -5.88, 4.48], [-1.18, -6.08, 4.01], [-1.66, -5.32, 2.95], [-0.84, -4.36, 2.37], [2.49, -1.89, 3.28], [3.77, -2.27, 3.69], [4.48, -1.54, 4.64], [3.91, -0.40, 5.19], [2.64, 0.00, 4.80], [1.94, -0.74, 3.85], [2.79, -3.75, 0.94], [3.70, -2.99, 0.19], [4.65, -3.59, -0.62], [4.71, -4.98, -0.70], [3.83, -5.75, 0.04], [2.88, -5.14, 0.85], [1.92, -4.75, 4.28], [0.48, -6.47, 5.31], [-1.82, -6.83, 4.47], [-2.67, -5.47, 2.58], [-1.22, -3.76, 1.54], [4.24, -3.14, 3.24], [5.48, -1.84, 4.93], [4.47, 0.19, 5.92], [2.20, 0.90, 5.21], [0.97, -0.40, 3.51], [3.64, -1.91, 0.24], [5.34, -2.98, -1.18], [5.45, -5.45, -1.33], [3.87, -6.83, -0.03], [2.18, -5.76, 1.40]]}



Which formula does entry 2 have? C64H62F2Ge2N3O8Si2Tl



The lowest charge belongs to which entry? C64H62F2Ge2N3O8Si2Tl



Which of these has the highest charge? C64H56AsBrNO2P2Ti



Which formula does entry 2 have? C64H62F2Ge2N3O8Si2Tl